A molecular structure, C10H8AuN2OS2 in a non-equilibrium geometry, computed with ωB97M-V/def2-TZVPD.

Results
**Spin multiplicity**: 1
**Charge**: +1
**Energy relative to the best compared isomer or geometry (same formula, charge and spin)**: 0.00 kcal per mole
**Kohn-Sham gap**: 8.040 eV

Last column: Mulliken charge in e.
Geometry (Å):
Au 1.8050 0.7173 -0.1410  0.531
S 0.3400 1.4839 2.1878  -0.267
S -1.6429 -0.8646 2.1759  -0.127
O -1.1937 2.3537 0.0050  -0.355
N 4.4867 1.9357 -1.0663  -0.029
N 0.1178 -0.3845 0.3855  -0.308
C -0.3392 0.0420 1.5437  0.620
C 3.4861 1.4809 -0.7212  -0.204
C -1.1690 -3.2006 -1.6236  -0.593
C -0.3678 -2.1217 -1.3153  -0.642
C -0.5855 -1.4743 -0.1068  0.062
C 0.5218 3.9895 0.8121  -1.051
C -0.1906 2.7046 0.5038  0.664
C -1.5883 -1.8989 0.7657  0.908
C -2.1688 -3.6346 -0.7424  -0.484
C -2.3899 -2.9931 0.4588  -0.552
H 0.4076 -1.7803 -1.9866  0.338
H -1.0245 -3.7222 -2.5587  0.388
H -0.1899 4.8015 0.6593  0.321
H 0.8726 3.9631 1.8386  0.391
H 1.3680 4.1328 0.1410  0.290
H 5.3857 2.2824 -1.3426  0.302
H -2.7803 -4.4844 -1.0097  0.395
H -3.1610 -3.3281 1.1373  0.400

---

2 unconnected molecules or ions with the total composition C3H8S in a non-equilibrium geometry, computed with ωB97M-V/def2-TZVPD.

Results
**Spin multiplicity**: 1
**Energy relative to the best compared isomer or geometry (same formula, charge and spin)**: 45.48 kcal per mole
**Kohn-Sham gap**: 8.632 eV

Last column: Mulliken charge in e.
Geometry (Å):
S -1.8315 0.3221 1.8567  -0.199
C -0.0790 0.5025 -0.3092  -0.123
C -0.2373 -0.0824 1.0890  -0.857
C 1.0872 -0.1817 -1.0241  -1.154
H 1.8194 -0.5410 -0.3071  0.311
H -0.0069 1.5924 -0.2840  0.257
H 1.6436 0.5281 -1.6453  0.323
H 0.8479 -1.0251 -1.6577  0.322
H -0.2213 -1.1655 1.0166  0.379
H 0.5399 0.2456 1.7873  0.397
H -1.0217 0.2597 -0.8126  0.229
H -2.5404 -0.4546 0.2905  0.115

---

A molecular structure, C13H5F5IrO4S4 in a non-equilibrium geometry, computed with ωB97M-V/def2-TZVPD.

Results
**Spin multiplicity**: 5
**Charge**: -1
**Kohn-Sham gap (spin up / spin down)**: 7.488 / 6.414 eV

Last column: Löwdin spin population.
Geometry (Å):
Ir 9.6812 10.8887 8.9515  2.354
S 8.7558 12.4239 10.3739  0.462
S 9.2535 11.7656 6.9511  0.470
S 8.2661 13.9985 9.1352  0.117
S 7.6607 13.0740 7.4477  0.100
F 14.2251 12.0000 3.9025  0.004
F 13.6268 13.9234 5.8202  -0.001
F 12.2943 13.4597 7.9738  0.005
F 12.5138 8.7785 6.7841  0.004
F 13.6746 9.4846 4.5083  -0.002
O 7.5177 8.7629 10.4193  0.020
O 6.2570 6.6890 10.5495  0.001
O 11.8220 10.8213 8.7353  0.183
O 9.4747 8.9005 9.3994  0.187
C 9.1058 6.2718 8.2824  0.001
C 13.5302 11.7005 5.0417  0.014
C 7.1333 6.1124 9.7447  0.002
C 13.3202 12.6278 6.0461  0.000
C 8.2830 6.7984 9.2910  0.003
C 8.3710 8.2568 9.7019  0.026
C 7.7430 4.3041 8.4181  0.001
C 12.4025 11.0533 7.6192  0.018
C 13.3089 10.4235 5.3909  -0.001
C 12.6799 12.4089 7.2108  0.016
C 8.8550 4.9792 7.9209  0.000
C 12.7418 10.1045 6.6420  0.018
C 6.8946 4.8661 9.3210  0.000
H 9.3796 4.5437 7.0419  0.000
H 5.8867 4.3993 9.6131  0.000
H 7.4473 3.3326 7.9725  0.000
H 9.9166 6.8935 7.9066  0.000
H 6.4576 7.5783 10.6199  0.000

---

A molecular structure, C19H22NReS3, computed with ωB97M-V/def2-TZVPD.

Results
**Spin multiplicity**: 2
**Charge**: +3
**Kohn-Sham gap (spin up / spin down)**: 6.694 / 6.042 eV

Last column: Löwdin spin population.
Geometry (Å):
Re 0.7539 0.4316 0.2972  0.761
S 1.1370 1.6270 2.2741  0.001
S 1.3494 2.3682 -0.8848  0.007
S 3.1198 -0.2450 0.4038  0.025
N -0.9576 0.0726 0.1547  0.019
C -1.0954 -1.9594 -0.9114  -0.002
C 1.1719 3.6569 0.3950  -0.002
C -1.8366 -0.8516 -0.3141  -0.008
C -0.7165 -4.2854 -1.3844  -0.003
C 3.1948 2.2155 -1.0106  0.020
C -5.1179 0.3543 0.8959  0.005
C -1.5191 -3.2854 -0.8453  0.005
C 3.7350 0.6048 1.9150  0.005
C -3.2275 -0.6867 -0.1992  0.027
C -5.4685 -1.2289 -0.9334  0.004
C 0.9321 -2.6466 -2.0588  0.002
C 3.7197 0.7908 -0.9872  0.023
C 0.4912 -3.9701 -1.9893  0.002
C 2.6373 0.8284 2.9425  0.013
C 0.1459 -1.6512 -1.5163  0.004
C -4.1131 -1.4001 -1.0634  0.019
C -5.9668 -0.3685 0.0451  0.046
C -3.7632 0.2153 0.7695  0.018
C 1.7402 3.2760 1.7443  -0.002
H 3.4687 2.6836 -1.9571  0.000
H -3.0986 0.7462 1.4381  0.001
H 2.2727 -0.1051 3.3741  0.001
H 1.8588 -2.4123 -2.5653  0.000
H 3.4228 0.2272 -1.8727  0.001
H 3.6126 2.8231 -0.2110  0.001
H 1.6364 4.5701 0.0177  -0.001
H 0.4315 -0.5920 -1.6758  0.005
H -6.1470 -1.7466 -1.5970  0.000
H -5.5355 1.0088 1.6475  0.000
H 4.5117 -0.0384 2.3288  0.000
H -1.0322 -5.3181 -1.3194  0.000
H 1.0991 -4.7571 -2.4159  0.000
H -3.7213 -2.0207 -1.8553  0.000
H -2.4310 -3.5396 -0.3238  0.000
H 4.8108 0.7938 -0.9587  0.001
H 4.2063 1.5349 1.6009  0.000
H 2.8278 3.2610 1.7605  0.000
H -7.0387 -0.2469 0.1442  0.002
H 1.4066 3.9853 2.5027  0.000
H 0.0952 3.8294 0.4334  0.000
H 2.9976 1.4507 3.7649  0.001

---

What is the spin multiplicity in the fourth record? 2